C27H72AsF6O27S9 | ωB97M-V/def2-TZVPD

Each line ends with the Mulliken charge.
Element x y z (Å)
O: 7.6455 5.3532 3.8680  -0.63
O: 7.4485 16.6492 13.1480  -0.63
H: 0.8834 9.6872 7.5811  0.30
C: -1.1985 18.1896 -1.8535  -0.89
H: 7.2027 25.7483 7.5817  0.33
H: 4.5117 18.7234 -1.9139  0.34
O: 6.9373 18.4035 11.4313  -0.62
H: 3.5202 16.6629 11.2579  0.26
H: 10.4114 9.5692 10.4579  0.36
S: 7.2990 24.3942 4.9493  1.15
O: 12.8021 14.8256 -5.4478  -0.61
H: -1.9699 17.6404 -2.3933  0.33
O: 5.3274 16.6382 11.9405  -0.31
O: 8.0475 7.1510 11.3992  -0.26
H: 4.6294 15.6590 9.5787  0.29
H: 4.6200 18.6878 13.6780  0.31
O: 12.0085 12.8478 -6.8161  -0.62
O: 5.9760 24.3714 5.5378  -0.61
H: -2.9305 11.1112 7.4784  0.32
C: 10.3492 13.8581 -4.9429  -0.93
O: 12.7005 12.4459 -4.4544  -0.30
C: 13.9022 20.8395 -1.0396  -1.27
C: -2.3212 11.8754 7.9611  -0.28
C: 7.5442 6.1471 12.2309  -0.21
H: 16.4183 16.2256 5.8697  0.25
C: 16.4841 17.1940 5.3739  -0.28
O: 8.1363 25.3938 5.8672  -0.28
H: 9.4011 25.7939 8.9291  0.35
H: 14.2067 18.9974 8.5706  0.35
H: 8.2041 5.2801 12.1978  0.33
O: -0.2409 11.9484 5.2286  -0.57
C: 7.1599 5.0249 -0.2405  -1.05
H: 1.7933 11.0603 6.7192  0.33
H: 7.9331 6.0095 1.6770  0.42
H: 15.0748 17.4651 8.3809  0.31
S: 12.0861 13.5552 -5.5285  1.16
H: 7.3455 4.1692 -0.8896  0.30
H: 0.0463 16.4919 -2.0786  0.34
F: 10.5519 14.1645 4.5710  -0.49
H: 12.8690 22.1989 0.3154  0.31
H: 13.8073 25.9115 1.4668  0.36
H: 6.2344 19.4836 13.9434  0.33
H: 5.8289 4.8065 12.5284  0.38
O: 10.5315 6.5289 11.2107  -0.59
As: 9.3086 13.6074 3.4138  1.99
H: 7.4668 6.5679 13.2334  0.31
F: 8.3586 12.8752 4.8325  -0.54
C: 4.4211 17.2451 11.0646  -0.35
C: 9.5540 8.8982 10.4067  -0.83
H: 9.5998 26.6632 7.3574  0.32
O: 6.1373 3.4775 3.0533  -0.63
H: 14.5008 24.2202 1.5851  0.30
C: 6.1450 5.6297 11.8876  -1.27
S: 6.4988 17.5329 12.5157  1.23
H: 10.2772 25.1727 7.4484  0.30
H: 6.1489 4.8485 0.1268  0.28
H: 7.8545 24.2283 7.6360  0.40
H: 14.4844 13.4266 -4.4386  0.34
F: 10.2782 14.4044 2.0780  -0.52
H: 9.2446 22.8289 4.9009  0.31
H: 5.3547 6.3776 11.9511  0.32
H: 3.8904 17.9289 -0.4582  0.35
C: 13.2735 22.2364 -0.6961  -0.13
H: 8.4528 22.7000 6.4373  0.32
H: -1.5586 18.7607 -0.9978  0.26
O: 17.0243 17.9879 6.4672  -0.31
H: 10.1896 13.7636 -3.8688  0.34
H: 5.7598 17.0741 9.5106  0.29
H: 14.4718 20.4894 -0.1787  0.32
C: 5.6871 18.5458 13.8488  -0.89
C: 8.0786 25.2102 7.2192  -0.34
H: 8.5905 9.3862 10.5540  0.31
H: 9.1654 3.3353 4.7016  0.31
C: -0.1898 17.2357 -1.3176  -0.42
O: 8.2504 4.0372 1.7592  -0.25
O: 15.7309 20.1369 5.9504  -0.58
F: 7.9862 13.0621 2.3226  -0.50
H: 15.4728 11.5757 -2.8516  0.36
C: 14.6922 18.3377 7.8515  -0.89
C: 4.7363 16.7391 9.6793  -1.03
H: 4.3153 18.3082 11.2809  0.43
H: 7.5644 22.0716 4.9527  0.35
H: 5.8512 18.0791 14.8201  0.34
C: 13.8735 12.7986 -3.7901  -0.16
H: 9.0126 2.1283 3.3873  0.30
O: 15.1606 25.5231 -1.0153  -0.62
H: 17.9443 18.1048 4.1163  0.30
H: 13.9736 10.6645 -3.0290  0.32
S: 13.9626 24.7195 -0.6665  1.11
H: 14.5498 20.8589 -1.9161  0.32
H: 15.5675 17.6597 5.0119  0.44
F: 8.3508 15.0783 3.7164  -0.48
O: 12.6985 24.8951 -1.3990  -0.62
H: -3.7267 13.5450 7.3944  0.34
H: 14.9503 11.0820 -4.3621  0.32
H: 7.8096 2.0496 4.5883  0.33
H: 1.4480 9.4486 5.9364  0.37
H: -2.2184 13.5341 6.4854  0.28
O: 7.4615 24.7983 3.5180  -0.59
H: -2.5456 11.8211 9.0263  0.27
O: 14.3531 23.1333 -0.6870  -0.29
H: 3.3085 19.4532 -0.7260  0.31
O: 16.9290 19.7214 8.1800  -0.59
H: 4.0694 17.1619 8.9280  0.35
C: 8.1037 5.2162 0.9492  -0.32
H: 9.0855 5.4030 0.5140  0.23
H: -0.6102 16.6784 -0.4805  0.33
O: 9.6639 8.1021 13.0907  -0.61
C: 1.1223 10.2039 6.6516  -0.88
S: 9.6154 7.5754 11.6985  1.11
C: 17.6232 17.0788 4.2959  -1.12
O: -0.9734 11.5403 7.6905  -0.31
H: 10.0375 14.8830 -5.1438  0.34
S: 16.1599 19.2433 7.0441  1.12
H: 7.0477 5.8175 -0.9802  0.37
H: 6.1027 5.1697 10.9003  0.34
H: 12.7818 24.5215 1.0236  0.31
H: 17.3036 16.6131 3.3636  0.35
H: 9.5699 8.2865 9.5046  0.32
C: 14.5547 11.4932 -3.4333  -1.23
O: -1.3376 9.6550 5.9635  -0.62
H: 18.5044 16.6374 4.7613  0.31
H: 12.5827 22.5566 -1.4761  0.36
C: 9.4119 25.7055 7.8427  -1.17
O: 1.0564 17.8607 -1.0074  -0.30
O: 1.7766 18.9835 -3.0979  -0.57
H: 13.5023 13.4808 -3.0253  0.33
C: 8.4700 2.7598 4.0907  -0.91
S: -0.4774 10.8780 6.1878  1.15
H: 9.6493 13.1830 -5.4354  0.33
F: 10.1433 12.1188 3.0603  -0.46
C: 8.2606 22.7996 5.3690  -0.83
S: 7.4786 4.0669 3.1709  1.25
C: 3.6276 18.5787 -1.2929  -0.91
H: -2.2713 14.1315 8.0030  0.31
O: 2.4034 16.5675 -2.7546  -0.61
C: -2.6697 13.2838 7.4455  -1.02
S: 2.1772 17.9365 -2.2510  1.18
H: 13.2454 19.9785 -1.1636  0.38
H: 14.0143 17.9482 7.0920  0.33
C: 13.8053 24.8918 1.0818  -0.83
H: -0.7832 18.8333 -2.6289  0.27

Output
E_tot = -9521.93875 a.u.
net charge = -1
orbital gap = 10.547 eV



C6H10O | ωB97M-V/def2-TZVPD

Each line ends with the Mulliken charge.
Element x y z (Å)
H: 0.9591 -1.7582 0.7322  0.34
H: -1.8063 -0.0903 1.6323  0.27
C: 1.5393 1.1608 -0.3734  -0.33
H: -2.5207 -0.2037 0.3400  0.27
C: 0.7623 -1.0422 -0.0687  -0.99
C: -0.3975 -0.0726 0.3932  1.34
H: 0.5106 -1.6530 -0.9640  0.32
H: -0.0107 2.0435 0.8694  0.30
O: -0.7997 -0.1512 1.7563  -0.55
C: 1.8906 -0.1217 -0.4173  -0.38
H: -0.4831 1.7917 -0.8122  0.29
H: 2.2114 1.9865 -0.5907  0.41
C: -1.6087 -0.6181 -0.3031  -1.49
H: -1.5686 -0.4404 -1.3907  0.40
H: 2.8665 -0.4930 -0.7122  0.41
H: -1.6407 -1.6970 -0.1085  0.42
C: 0.0961 1.3589 0.0175  -1.05

Output
E_tot = -309.80619 a.u.
SMILES = CC1(O)CC=CC1
orbital gap = 10.189 eV



C2H6N2 | ωB97M-V/def2-TZVPD

Each line ends with the Mulliken charge.
Element x y z (Å)
H: 2.4916 1.4357 0.1025  0.23
C: 2.5026 0.3547 0.2184  -0.24
C: -2.1415 -0.0464 -0.1429  -0.23
H: -3.0773 -0.9987 1.1130  0.26
H: 1.6106 -0.1087 -1.2784  0.25
N: 2.2773 -0.5636 -0.6391  -0.47
N: -2.7636 -0.0346 0.9618  -0.48
H: 2.9901 0.0409 1.1486  0.24
H: -1.9836 0.8529 -0.7403  0.25
H: -1.9063 -0.9323 -0.7437  0.21

Output
E_tot = -189.22792 a.u.
SMILES = C=N.C=N
orbital gap = 11.294 eV



C10H9CsN2O5SSe | ωB97M-V/def2-TZVPD

Each line ends with the Mulliken charge.
Element x y z (Å)
C: 1.3993 3.7564 -1.7967  -0.44
C: -1.7634 1.1797 -0.5408  -0.12
O: -1.4743 -0.0401 -0.4489  -0.67
H: -1.2149 -1.6653 4.3656  0.36
Cs: 1.1792 -1.3319 -1.2909  1.16
H: -1.8048 3.8660 -0.6950  0.45
O: 2.7562 0.5318 -2.7022  -0.76
H: -2.5744 -2.1764 2.1960  0.35
H: 0.5065 -1.1986 4.3188  0.31
H: 0.0091 -2.7947 3.6924  0.29
N: 0.5844 -4.8572 -1.4153  -0.54
H: 0.0746 5.4006 -1.3918  0.38
O: 3.8312 2.4537 -2.2414  -0.75
O: -2.8471 1.7303 -0.2715  -0.78
C: 0.1984 4.3222 -1.4021  -0.27
Se: -0.0169 -7.6976 -0.7164  -0.49
C: -0.2809 -1.7512 3.8079  -1.04
N: 0.5086 1.5746 -1.4357  0.00
H: -1.9591 -1.7854 0.5864  0.29
O: 0.8140 -1.2807 1.4986  -0.72
C: -1.6822 -2.1709 1.5687  -0.85
C: 2.8262 1.7187 -2.2993  0.26
C: 0.3489 -5.9621 -1.1432  0.05
C: -0.8419 3.4938 -1.0142  -0.41
H: 2.2602 4.3433 -2.0844  0.43
C: 1.5084 2.3706 -1.8213  0.27
S: -0.4852 -0.9899 2.1775  0.58
H: -1.2219 -3.1579 1.5216  0.33
C: -0.6381 2.1182 -1.0223  0.31

Output
E_tot = -3692.08572 a.u.
net charge = -2
orbital gap = 6.323 eV



Summary of LUMO energy in Eh
0.051, 0.036, 0.035, 0.150
(order as listed above)
Summary of relative energy (zero: lowest compared OMol25 entry of this formula, charge and spin) in kcal/mol
192.2, 22.7, 63.8, 0.0
(order as listed above)